ORCA calculation (wB97M-V/def2-TZVPD) on C20H14FeN5O4S as an isolated structure in a non-equilibrium geometry.

LUMO (alpha / beta)	1.61 / 1.59	eV
orbital gap (alpha / beta)	6.79 / 6.78	eV
multiplicity	5
net charge	-1

```
45
Properties=species:S:1:pos:R:3:forces:R:3:nbo_charge:R:1
Fe 12.7952 -13.0717 -0.1411 0.1958 -0.5419 -0.0893 1.493
O 16.1152 -13.5754 2.2324 1.2035 -0.4855 0.4952 -0.655
C 15.2911 -13.6947 1.3529 -0.4717 -0.8668 1.0869 0.747
O 14.6804 -12.7477 0.7965 -1.3619 0.5655 -1.4482 -0.813
C 14.7488 -15.1202 1.0346 -1.5757 -0.5273 -0.4359 0.117
C 15.0847 -16.3782 1.5503 1.2909 0.8607 0.2494 -0.230
C 14.4134 -17.5214 1.1874 -0.8506 -0.9974 -0.4123 -0.176
C 13.3300 -17.4414 0.2913 0.2491 -0.0082 0.1732 -0.234
C 12.9986 -16.1840 -0.1128 -0.5669 2.1942 -0.9451 0.087
N 13.6476 -15.0871 0.2776 1.0849 0.4889 0.0406 -0.533
C 11.8515 -15.7632 -1.0811 -0.2903 -0.3678 0.1983 0.751
O 11.1165 -16.6534 -1.4873 0.0997 -0.0770 -0.1023 -0.664
O 11.7688 -14.5082 -1.3469 0.3390 0.0478 0.6432 -0.826
H 15.9373 -16.4273 2.2055 0.1437 -0.0836 0.2281 0.232
H 14.7049 -18.5011 1.5954 -0.0333 0.5829 -0.1716 0.215
H 12.7007 -18.2148 -0.1375 0.3683 -0.3674 0.3981 0.252
S 11.8316 -10.8690 -0.7251 0.6099 -0.5992 -0.0352 -0.357
C 11.6929 -10.4333 0.9198 -1.2004 -0.0669 1.4531 0.173
N 11.7356 -9.2294 1.3535 0.3132 0.9186 0.3877 -0.332
N 11.3615 -9.0627 2.7485 -0.4001 -0.4945 -0.9238 -0.451
C 10.1292 -8.5218 3.0086 -1.0500 -0.7377 -0.7459 0.197
C 9.0751 -8.7402 2.0890 1.9498 -1.0292 0.5753 -0.276
C 7.7955 -8.5488 2.4652 -1.8643 1.7937 -0.0741 -0.195
C 7.4851 -7.9057 3.6957 -0.0551 0.1719 0.1936 -0.285
C 8.5445 -7.6279 4.5857 -0.8263 -0.7180 -0.7842 -0.199
C 9.8220 -7.9662 4.2537 1.2927 -0.4017 -0.9157 -0.284
N 11.1546 -11.3896 1.9203 0.6179 -1.3937 -0.9212 -0.137
N 11.4931 -12.5788 1.7330 -0.3479 1.9679 -0.4673 -0.244
C 10.8969 -13.5038 2.6092 -0.2211 -0.9865 0.5252 0.153
C 9.9738 -13.2488 3.6161 -0.5766 0.2417 0.4764 -0.218
C 9.5255 -14.2734 4.4884 1.2074 2.0851 -1.5085 -0.214
C 10.0871 -15.5402 4.4120 -1.7956 -0.1940 0.7209 -0.201
C 10.9289 -15.7846 3.3724 1.4422 -0.8678 -1.6646 -0.209
C 11.3166 -14.7990 2.4403 -0.6485 -0.5446 2.4865 -0.193
H 12.0539 -8.6398 3.3009 1.4216 0.4679 0.2977 0.370
H 9.2809 -9.2885 1.1817 0.1159 0.2684 -0.1759 0.227
H 7.1032 -8.7326 1.6154 -0.2163 0.0878 1.2592 0.212
H 6.4774 -7.5622 3.9867 0.4992 -0.5509 -0.4030 0.206
H 8.4485 -7.2846 5.5930 -0.7449 0.5112 0.3468 0.204
H 10.6431 -7.8739 4.9427 0.1115 0.1967 0.4220 0.195
H 9.6194 -12.2156 3.7097 -0.0349 -0.4882 0.1364 0.239
H 8.8116 -13.8964 5.1757 -0.5910 -0.4624 0.9036 0.214
H 9.7073 -16.3330 5.0871 0.6074 0.4982 -0.4652 0.214
H 11.3662 -16.7808 3.2106 -0.2787 0.4080 0.2545 0.214
H 12.1122 -14.9824 1.8006 0.8386 -0.4991 -1.2624 0.217
```
Forces are in eV/Å.

=====

ORCA calculation (wB97M-V/def2-TZVPD) on an isolated ion of composition C7H6O4S2 and charge -2 in a non-equilibrium geometry.

LUMO	5.83	eV
orbital gap	5.57	eV
multiplicity	1
net charge	-2

```
19
Properties=species:S:1:pos:R:3:forces:R:3:nbo_charge:R:1
C 0.4244 1.3277 2.3658 1.2057 0.0200 -0.3954 -0.290
C 1.4955 1.3331 1.4304 -1.5803 0.1862 0.0451 -0.234
C -0.7942 0.7310 2.0164 2.4479 0.1686 -1.2514 -0.224
C 1.3165 0.8554 0.1272 -0.6314 0.0174 2.3810 -0.213
C -0.8903 0.1214 0.7758 1.7312 1.6573 1.0602 -0.186
C 0.1167 0.2091 -0.1682 1.3054 -0.0465 -0.9489 -0.047
C 0.0529 -0.4340 -1.4464 -0.6054 -2.8449 -1.9020 -0.661
O -0.8435 -2.7677 0.0514 -0.9364 0.4378 0.4997 -1.050
O -1.5899 -0.9204 -3.6269 0.0791 0.1102 1.9501 -1.072
O 1.2807 -3.1063 -0.9747 0.0380 0.6636 -0.6203 -1.065
O -1.5310 1.2524 -2.5559 -0.5646 0.4833 0.4881 -1.090
S -0.1024 -2.5674 -1.2088 1.1281 -0.2784 0.1470 1.497
S -1.6454 -0.2170 -2.2545 1.0698 0.3821 -2.5880 1.450
H 0.7932 1.7654 3.3161 -1.2767 -0.3551 -0.2263 0.177
H 2.3258 1.8401 1.8764 1.0602 0.0471 -0.6198 0.176
H -1.6211 0.6581 2.6223 -1.6219 -0.0173 1.7027 0.185
H 2.0119 0.7762 -0.6529 1.3648 0.4290 -0.5934 0.204
H -1.7079 -0.4202 0.5487 -2.7170 -1.6326 -0.7457 0.220
H 0.9081 -0.4368 -2.2423 -1.4965 0.5722 1.6172 0.222
```
Forces are in eV/Å.

=====

We obtain DFT total energy values of -81832.049; -37214.670 eV for the records listed above, in that order.